(1)
45
Properties=species:S:1:pos:R:3:forces:R:3 method="wB97M-V/def2-TZVPD" charge=-1 gap_ev=8.3 homo_energy_ha=-0.195 e_tot_ha=-2189.3510 max_force_ev_per_a=1.5
C -4.245 -0.225 1.129 0.04 -0.15 -0.09
C -3.330 -1.185 1.870 -0.95 0.37 -0.25
O -3.245 -2.455 1.164 -0.08 0.14 0.17
P -1.788 -2.872 0.731 -0.15 -0.43 -1.00
O -0.728 -2.568 1.669 1.04 0.40 0.97
C -1.518 -2.257 -0.950 0.14 -0.49 -0.07
C -0.151 -1.648 -1.208 -0.46 0.47 -0.19
S -0.004 -0.016 -0.443 0.15 -0.46 -0.96
O 0.954 -0.133 0.609 0.89 0.09 0.53
O -1.335 0.359 -0.036 -0.97 0.09 0.35
N 0.467 0.797 -1.742 -0.06 0.26 0.72
S 0.608 2.381 -1.518 0.19 -0.15 -0.58
O -0.359 3.125 -2.272 -0.58 0.30 -0.90
O 0.709 2.802 -0.153 0.47 -0.14 0.97
C 2.181 2.641 -2.333 -0.33 0.31 0.23
C 2.799 4.003 -2.025 -0.17 -0.67 0.27
C 3.725 3.957 -0.808 0.31 0.19 -0.45
C 3.600 5.160 0.091 -0.26 -0.01 0.42
O 2.354 5.206 0.764 0.01 0.29 0.46
O -1.941 -4.465 0.534 -0.08 0.27 -0.02
C -0.806 -5.225 0.967 -0.33 -1.18 -0.05
C -0.840 -5.555 2.452 0.46 0.74 -0.14
H -3.787 0.749 1.086 0.12 0.38 -0.04
H -4.378 -0.558 0.108 -0.05 -0.04 -0.24
H -5.216 -0.144 1.602 -0.26 -0.03 0.03
H -2.372 -0.707 1.989 0.52 -0.29 0.05
H -3.777 -1.407 2.827 0.19 -0.21 0.43
H -2.299 -1.574 -1.240 -0.22 0.37 0.09
H -1.614 -3.115 -1.606 -0.12 -0.32 -0.11
H -0.054 -1.467 -2.268 0.04 0.05 -0.30
H 0.671 -2.274 -0.904 0.29 -0.15 0.40
H 1.961 2.544 -3.384 -0.06 -0.18 -0.36
H 2.792 1.814 -2.012 0.42 -0.22 0.02
H 3.361 4.285 -2.903 0.19 0.38 -0.25
H 2.009 4.726 -1.869 -0.25 0.22 -0.01
H 4.749 3.933 -1.178 0.33 -0.07 0.03
H 3.580 3.037 -0.260 -0.21 -0.19 0.37
H 4.409 5.207 0.820 0.26 -0.08 0.02
H 3.655 6.068 -0.502 0.06 0.24 -0.21
H 2.447 4.798 1.637 -0.16 -0.09 -0.50
H 0.136 -4.779 0.684 0.12 0.48 -0.06
H -0.870 -6.163 0.426 -0.15 -0.11 -0.35
H -1.751 -5.170 2.879 -0.43 -0.16 0.18
H -0.720 -6.614 2.634 -0.12 -0.28 0.10
H -0.040 -5.015 2.938 0.23 0.06 0.31

(2)
35
Properties=species:S:1:pos:R:3:forces:R:3 method="wB97M-V/def2-TZVPD" gap_ev="7.5 / 7.5" de_lowest_ev=0.1863 homo_energy_ha="-0.247 / -0.247" e_tot_ha=-739.0110 max_force_ev_per_a=2.6
C 1.447 -0.414 -0.610 -0.56 0.21 0.19
C 2.224 -0.068 -1.639 0.15 0.09 -0.04
C 3.475 -0.827 -1.976 -0.09 -0.08 0.08
C 1.942 1.073 -2.571 -0.07 0.02 0.12
C -0.310 2.436 1.802 -0.09 -0.11 -0.09
C 1.036 0.437 2.482 -0.06 -0.01 -0.07
C -3.550 -0.937 0.167 0.25 0.00 -0.18
C -1.917 -2.751 0.861 0.07 0.09 -0.19
C -0.204 0.914 1.731 0.16 -0.01 -0.25
C -2.292 -1.692 -0.137 2.12 1.58 0.14
N -0.953 1.471 -1.080 0.14 0.05 0.11
Si -0.208 0.286 -0.077 -2.05 -1.66 0.25
H 1.781 -1.261 -0.019 0.03 -0.12 0.06
H 3.336 -1.351 -2.923 0.07 -0.03 -0.10
H 4.322 -0.153 -2.098 0.07 0.06 -0.03
H 3.716 -1.559 -1.211 0.03 -0.10 0.05
H 1.576 0.689 -3.523 0.01 0.01 -0.17
H 2.856 1.631 -2.769 0.08 0.04 -0.07
H 1.200 1.750 -2.164 -0.03 0.04 -0.06
H 0.511 2.914 1.269 0.11 0.13 -0.05
H -1.250 2.771 1.373 -0.09 0.18 -0.03
H -0.275 2.774 2.839 0.01 0.04 0.07
H 1.941 0.836 2.026 0.13 -0.01 -0.02
H 1.101 -0.647 2.478 0.11 -0.19 0.05
H 1.007 0.771 3.519 0.01 0.01 0.10
H -3.527 -0.533 1.175 -0.05 0.12 0.21
H -3.691 -0.118 -0.532 -0.09 0.18 -0.06
H -4.424 -1.591 0.096 -0.15 -0.10 0.02
H -1.867 -2.336 1.866 0.01 -0.01 0.16
H -0.952 -3.191 0.621 0.06 -0.10 0.04
H -2.659 -3.557 0.873 -0.11 -0.14 0.07
H -1.077 0.506 2.245 -0.13 -0.13 -0.16
H -2.219 -2.022 -1.166 0.01 -0.03 -0.11
H -0.945 2.457 -0.879 0.01 0.05 0.07
H -1.155 1.291 -2.047 -0.05 -0.06 -0.07

(3)
45
Properties=species:S:1:pos:R:3:forces:R:3 method="wB97M-V/def2-TZVPD" gap_ev=5.4 homo_energy_ha=-0.224 e_tot_ha=-1720.6127 max_force_ev_per_a=2.8
C 1.011 -3.529 -0.475 0.47 0.49 0.28
P -0.420 -2.510 -0.961 -2.29 -1.56 -0.63
C -0.148 -1.604 -2.503 0.98 0.50 0.22
N -0.846 -1.389 0.426 0.81 0.77 -0.08
C -2.325 -1.375 0.691 0.10 -0.51 0.41
C -2.584 -0.705 2.036 -0.12 0.20 0.12
O -1.948 0.537 2.214 -0.07 0.28 -0.17
C -0.568 0.457 1.948 -0.44 -0.62 0.25
C -0.295 0.049 0.500 0.51 0.61 0.18
C 1.219 0.100 0.276 -0.07 -0.24 0.49
C 2.117 -0.657 1.275 0.15 0.16 -0.33
C 3.418 -1.091 0.594 -0.14 0.53 -0.06
S 4.799 -1.374 1.721 0.06 -0.40 0.07
C -0.940 0.969 -0.533 -0.12 0.01 -0.79
B -1.062 2.515 -0.121 -0.41 0.28 -0.74
O -2.236 2.967 0.445 0.31 -0.43 0.60
O 0.001 3.294 -0.439 1.06 -0.98 1.79
H 0.618 -4.516 -0.258 -0.05 -0.09 -0.01
H 1.714 -3.612 -1.302 0.03 0.08 -0.08
H 1.560 -3.190 0.402 0.03 0.07 -0.04
H -0.285 -2.351 -3.283 -0.11 -0.14 0.02
H 0.841 -1.166 -2.638 -0.02 0.14 0.01
H -0.901 -0.832 -2.637 -0.12 -0.03 0.02
H -0.451 -1.842 1.256 0.15 -0.16 -0.11
H -2.614 -2.420 0.774 -0.16 -0.04 -0.12
H -2.859 -0.939 -0.142 0.13 0.20 -0.08
H -2.294 -1.383 2.851 0.14 -0.10 -0.05
H -3.651 -0.524 2.134 -0.08 -0.02 -0.01
H -0.148 -0.295 2.637 0.23 0.03 -0.03
H -0.089 1.402 2.193 -0.16 0.20 -0.13
H 1.443 1.163 0.379 0.09 0.09 -0.30
H 1.465 -0.153 -0.754 -0.09 -0.14 -0.03
H 1.616 -1.510 1.739 0.09 -0.07 0.10
H 2.394 0.029 2.073 -0.15 -0.10 0.23
H 3.695 -0.311 -0.114 0.12 -0.01 -0.04
H 3.287 -1.998 0.008 0.07 -0.09 0.04
H 4.818 -0.150 2.255 -0.02 0.11 -0.01
H -0.288 0.960 -1.408 -0.07 0.05 -0.11
H -1.916 0.639 -0.886 -0.11 -0.04 0.21
H -2.172 3.248 1.362 -0.20 0.32 -0.17
H 0.250 3.893 0.272 -0.27 0.73 -0.51
N -1.310 4.807 -3.509 -0.04 -0.12 -0.04
O -0.867 4.197 -2.495 -0.21 0.03 -0.40
O -2.538 4.922 -3.668 -0.01 -0.01 0.00
O -0.512 5.277 -4.336 0.00 0.03 0.02

(4)
40
Properties=species:S:1:pos:R:3:forces:R:3 method="wB97M-V/def2-TZVPD" charge=+1 gap_ev=6.8 homo_energy_ha=-0.391 e_tot_ha=-3304.2616 max_force_ev_per_a=3.3
Br 3.412 4.813 2.743 -0.22 -1.19 -1.16
C 3.076 3.424 1.315 -0.56 -0.47 1.41
C 1.763 2.544 1.759 -0.59 0.86 1.44
O 1.050 1.889 0.651 2.83 1.55 -0.53
C 1.886 1.748 -0.551 -0.37 -1.03 -1.31
C 2.604 3.139 -1.058 0.60 -1.35 -2.14
N 2.692 4.198 0.040 0.48 -0.94 -0.06
H 4.069 2.814 1.204 -2.02 1.33 -0.25
H 2.020 1.803 2.659 -0.23 1.44 -2.26
H 0.992 3.323 2.230 1.64 -1.64 -1.09
H 1.145 1.427 -1.430 1.56 0.71 2.12
H 2.670 0.851 -0.484 -1.54 2.11 0.23
H 2.020 3.520 -2.017 1.31 -0.38 2.31
H 3.728 2.905 -1.385 -2.55 0.54 0.73
H 1.762 4.668 0.146 0.91 -0.34 0.23
H 3.432 4.919 -0.175 -1.04 -0.78 0.22
C 0.289 -2.334 1.874 -0.35 0.02 0.18
O -0.847 -1.487 1.762 0.56 0.11 -0.27
C -0.627 -0.368 0.894 -0.81 -0.24 -0.09
C -1.473 -0.503 -0.383 0.54 -0.50 0.32
N -0.970 -1.581 -1.241 -0.09 0.28 0.11
C -1.873 -1.921 -2.348 0.04 -0.39 0.15
C -3.251 -2.507 -1.980 0.15 -0.26 -0.43
O -3.187 -3.803 -1.382 -0.09 0.70 0.10
C -2.986 -3.792 0.025 -0.03 -0.43 -0.18
H 0.088 -3.070 2.657 -0.06 0.15 -0.09
H 0.469 -2.870 0.940 0.22 -0.02 -0.06
H 1.180 -1.761 2.157 0.00 -0.07 -0.07
H 0.435 -0.225 0.661 -0.26 -0.40 0.06
H -0.966 0.519 1.440 0.04 -0.05 -0.06
H -1.444 0.442 -0.936 -0.03 -0.02 -0.03
H -2.506 -0.692 -0.077 -0.09 0.23 0.13
H -0.828 -2.416 -0.678 -0.05 0.23 -0.11
H -1.346 -2.661 -2.962 -0.17 0.08 0.03
H -2.013 -1.035 -2.978 -0.06 -0.01 0.12
H -3.804 -2.640 -2.917 0.09 -0.03 0.10
H -3.853 -1.822 -1.373 0.11 -0.05 0.16
H -3.439 -2.921 0.508 0.09 0.03 -0.07
H -1.919 -3.844 0.251 0.02 0.13 0.23
H -3.448 -4.693 0.440 0.00 0.11 -0.14

(5)
45
Properties=species:S:1:pos:R:3:forces:R:3 method="wB97M-V/def2-TZVPD" gap_ev="7.6 / 4.7" spin_multiplicity=5 homo_energy_ha="-0.294 / -0.269" e_tot_ha=-2191.9986 max_force_ev_per_a=5.2
Cr 0.674 -1.278 0.180 0.31 -0.29 2.42
C -2.655 -2.418 0.689 2.22 1.38 0.09
O -1.222 -2.194 0.486 -0.02 0.09 -0.52
H -2.846 -2.833 1.679 0.25 -0.90 -0.15
H -3.241 -1.505 0.793 0.13 0.81 -0.33
H -3.125 -2.939 -0.145 0.23 -0.53 0.10
C 1.422 -3.690 -2.073 -1.55 0.67 0.59
O 1.415 -2.989 -0.866 0.73 0.40 0.01
H 0.927 -3.081 -2.830 0.39 0.06 -0.46
H 2.340 -4.187 -2.386 0.42 0.54 0.37
H 0.718 -4.512 -1.946 -0.32 -0.36 0.28
C 3.316 0.932 -0.436 -1.08 -0.32 1.03
O 2.232 0.086 -0.184 -1.21 -1.32 -0.27
H 3.232 1.549 -1.331 -0.11 -0.27 -0.73
H 3.299 1.697 0.341 0.40 0.20 0.48
H 4.291 0.446 -0.412 0.12 -0.18 -0.10
C 2.228 -2.322 3.210 -1.63 0.53 -1.72
O 1.452 -2.173 1.963 -0.04 0.34 -0.11
H 1.922 -1.630 3.995 0.30 1.16 -0.42
H 1.927 -3.196 3.787 0.07 -0.99 -0.83
H 3.298 -2.320 3.004 -0.04 0.09 0.18
C -3.091 2.656 2.280 -0.15 -0.33 -0.95
O -2.360 1.515 1.749 1.24 -0.58 0.08
C -1.053 1.511 1.555 3.77 -1.19 0.56
O -0.358 0.499 1.226 -2.79 4.23 1.01
O -0.512 2.773 1.926 -2.03 -2.07 0.14
C 0.758 3.236 1.591 1.92 -0.25 -0.44
H -2.500 3.572 2.282 -0.18 -0.28 -0.06
H -3.483 2.422 3.270 0.22 -0.14 -0.11
H -3.888 2.658 1.537 -0.33 0.73 0.46
H 1.028 2.814 0.623 0.18 0.66 -0.20
H 1.610 3.042 2.244 -0.36 -1.55 0.63
H 0.843 4.309 1.760 -1.10 0.34 -1.10
C -2.899 0.785 -1.486 0.48 0.76 1.70
O -1.925 0.817 -2.584 -1.40 0.03 0.47
C -0.646 0.447 -2.438 -1.15 -0.54 0.58
O -0.185 -0.103 -1.463 0.07 -0.10 -0.41
O -0.045 0.741 -3.572 0.54 0.09 -0.52
C 1.383 0.597 -3.665 0.74 -0.23 0.61
H -2.796 1.675 -0.866 0.92 0.23 -0.04
H -2.869 -0.026 -0.758 0.83 -0.50 -0.61
H -3.965 0.926 -1.666 0.23 -0.52 -1.90
H 1.872 1.374 -3.077 -0.14 -0.03 0.05
H 1.741 0.677 -4.692 -0.77 0.17 -0.09
H 1.736 -0.365 -3.294 -0.30 -0.03 0.22

What did the fifth record say?
45
Properties=species:S:1:pos:R:3:forces:R:3 method="wB97M-V/def2-TZVPD" gap_ev="7.6 / 4.7" spin_multiplicity=5 homo_energy_ha="-0.294 / -0.269" e_tot_ha=-2191.9986 max_force_ev_per_a=5.2
Cr 0.674 -1.278 0.180 0.31 -0.29 2.42
C -2.655 -2.418 0.689 2.22 1.38 0.09
O -1.222 -2.194 0.486 -0.02 0.09 -0.52
H -2.846 -2.833 1.679 0.25 -0.90 -0.15
H -3.241 -1.505 0.793 0.13 0.81 -0.33
H -3.125 -2.939 -0.145 0.23 -0.53 0.10
C 1.422 -3.690 -2.073 -1.55 0.67 0.59
O 1.415 -2.989 -0.866 0.73 0.40 0.01
H 0.927 -3.081 -2.830 0.39 0.06 -0.46
H 2.340 -4.187 -2.386 0.42 0.54 0.37
H 0.718 -4.512 -1.946 -0.32 -0.36 0.28
C 3.316 0.932 -0.436 -1.08 -0.32 1.03
O 2.232 0.086 -0.184 -1.21 -1.32 -0.27
H 3.232 1.549 -1.331 -0.11 -0.27 -0.73
H 3.299 1.697 0.341 0.40 0.20 0.48
H 4.291 0.446 -0.412 0.12 -0.18 -0.10
C 2.228 -2.322 3.210 -1.63 0.53 -1.72
O 1.452 -2.173 1.963 -0.04 0.34 -0.11
H 1.922 -1.630 3.995 0.30 1.16 -0.42
H 1.927 -3.196 3.787 0.07 -0.99 -0.83
H 3.298 -2.320 3.004 -0.04 0.09 0.18
C -3.091 2.656 2.280 -0.15 -0.33 -0.95
O -2.360 1.515 1.749 1.24 -0.58 0.08
C -1.053 1.511 1.555 3.77 -1.19 0.56
O -0.358 0.499 1.226 -2.79 4.23 1.01
O -0.512 2.773 1.926 -2.03 -2.07 0.14
C 0.758 3.236 1.591 1.92 -0.25 -0.44
H -2.500 3.572 2.282 -0.18 -0.28 -0.06
H -3.483 2.422 3.270 0.22 -0.14 -0.11
H -3.888 2.658 1.537 -0.33 0.73 0.46
H 1.028 2.814 0.623 0.18 0.66 -0.20
H 1.610 3.042 2.244 -0.36 -1.55 0.63
H 0.843 4.309 1.760 -1.10 0.34 -1.10
C -2.899 0.785 -1.486 0.48 0.76 1.70
O -1.925 0.817 -2.584 -1.40 0.03 0.47
C -0.646 0.447 -2.438 -1.15 -0.54 0.58
O -0.185 -0.103 -1.463 0.07 -0.10 -0.41
O -0.045 0.741 -3.572 0.54 0.09 -0.52
C 1.383 0.597 -3.665 0.74 -0.23 0.61
H -2.796 1.675 -0.866 0.92 0.23 -0.04
H -2.869 -0.026 -0.758 0.83 -0.50 -0.61
H -3.965 0.926 -1.666 0.23 -0.52 -1.90
H 1.872 1.374 -3.077 -0.14 -0.03 0.05
H 1.741 0.677 -4.692 -0.77 0.17 -0.09
H 1.736 -0.365 -3.294 -0.30 -0.03 0.22